No. 1
C6H15NO | ωB97M-V/def2-TZVPD

Computed properties:
Orbital gap: 0.374 hartree
SMILES: CC(=O)[C@@H](C)N.CC
DFT total energy: -367.5603 hartree
LUMO energy: 0.0357 Eh
HOMO: -9.215 eV
ΔE to the lowest compared entry with this formula, charge and spin: 44.5 kcal per mole

Geometry as ORCA input:
```
! wB97M-V def2-TZVPD RIJCOSX def2/J DEFGRID3
* xyz 0 1
C -0.690 2.160 0.121
C -0.184 0.865 -0.467
O -0.561 0.464 -1.566
C 1.369 0.463 0.028
C 1.791 -0.908 -0.488
N 2.214 1.523 -0.519
H -0.165 2.418 1.043
H -0.553 2.963 -0.606
H -1.746 2.040 0.372
H 1.423 0.500 1.121
H 1.452 -1.069 -1.517
H 2.880 -1.025 -0.472
H 1.373 -1.704 0.137
H 2.149 1.510 -1.537
H 3.190 1.352 -0.287
C -1.841 -2.048 0.128
C -1.680 -0.839 1.021
H -1.858 -1.737 -0.921
H -2.770 -2.580 0.347
H -1.009 -2.744 0.262
H -1.701 -1.108 2.081
H -2.502 -0.136 0.871
H -0.582 -0.360 0.850
*
```



No. 2
C3H6IN | ωB97M-V/def2-TZVPD

Computed properties:
Orbital gap (spin up / spin down): 0.292 / 0.362 hartree
DFT total energy: -470.1184 hartree
LUMO energy (spin up / spin down): 0.0069 / 0.0080 Eh
HOMO (spin up / spin down): -7.766 / -9.641 eV
ΔE to the lowest compared entry with this formula, charge and spin: 128.2 kcal per mole

Geometry as ORCA input:
```
! wB97M-V def2-TZVPD RIJCOSX def2/J DEFGRID3
* xyz 0 1
C 0.761 0.299 0.163
C 1.738 1.048 -0.558
C -1.878 -0.858 0.260
N -1.154 -0.021 -0.650
I 1.093 -0.806 1.836
H 1.161 2.004 -0.995
H 2.657 1.297 0.123
H 2.009 0.464 -1.425
H -1.822 -1.882 -0.209
H -3.047 -0.597 0.184
H -1.517 -0.948 1.272
*
```



No. 3
C16H25OPtS | ωB97M-V/def2-TZVPD

Computed properties:
Orbital gap (spin up / spin down): 0.254 / 0.294 hartree
DFT total energy: -1216.9149 hartree
LUMO energy (spin up / spin down): -0.0839 / -0.1391 Eh
HOMO (spin up / spin down): -9.182 / -11.791 eV

Geometry as ORCA input:
```
! wB97M-V def2-TZVPD RIJCOSX def2/J DEFGRID3
* xyz 1 5
C -0.472 0.822 -4.678
C 0.115 2.164 -4.537
C 0.368 -0.303 -5.110
C -1.930 0.659 -4.580
H 0.450 -0.372 -6.210
H -0.040 -1.263 -4.765
H 1.393 -0.204 -4.724
H 0.123 2.725 -5.489
H 1.155 2.113 -4.187
H -0.460 2.767 -3.820
H -2.439 0.820 -5.548
H -2.358 1.386 -3.876
H -2.202 -0.350 -4.243
C 2.001 -0.130 1.060
C 2.102 -0.890 -0.159
C 1.964 0.010 -1.269
H 2.321 -1.953 -0.221
C 1.721 1.328 -0.744
C 1.734 1.243 0.697
H 1.692 2.075 1.387
H 2.123 -0.499 2.074
H 2.058 -0.238 -2.324
H 1.632 2.243 -1.321
C -2.026 -0.882 0.521
C -1.039 -1.875 0.891
C -0.342 -2.270 -0.303
H -0.870 -2.254 1.896
C -0.931 -1.588 -1.423
C -1.958 -0.703 -0.916
H -2.598 -0.053 -1.508
H -2.805 -0.492 1.166
H 0.444 -3.023 -0.355
H -0.682 -1.725 -2.475
Pt -0.027 0.024 -0.014
C -1.481 0.983 3.311
S -1.921 1.949 1.861
C -1.492 3.592 2.443
O -0.739 1.845 0.831
H -2.149 1.300 4.122
H -0.434 1.183 3.572
H -1.652 -0.084 3.122
H -0.434 3.563 2.727
H -1.638 4.271 1.596
H -2.137 3.876 3.277
*
```



No. 4
C31H50As2BIrN6S3 | ωB97M-V/def2-TZVPD

Computed properties:
Orbital gap (spin up / spin down): 0.211 / 0.189 hartree
DFT total energy: -7334.5373 hartree
LUMO energy (spin up / spin down): -0.1747 / -0.2912 Eh
HOMO (spin up / spin down): -10.490 / -13.057 eV

Geometry as ORCA input:
```
! wB97M-V def2-TZVPD RIJCOSX def2/J DEFGRID3
* xyz 2 5
Ir 11.330 -10.974 13.357
C 11.750 -16.957 14.445
C 10.434 -16.664 13.756
C 9.362 -16.158 14.684
C 10.066 -18.102 13.104
N 10.565 -15.666 12.640
C 11.162 -15.981 11.398
C 11.226 -14.926 10.613
N 10.645 -13.849 11.268
B 9.984 -12.610 10.562
N 10.985 -11.366 10.464
C 10.714 -10.375 9.488
C 11.815 -10.146 8.807
N 12.919 -10.919 9.417
C 12.358 -11.504 10.497
S 12.951 -11.928 12.010
C 14.188 -11.112 8.657
C 15.218 -11.961 9.401
C 14.809 -9.721 8.412
C 13.902 -11.812 7.334
N 8.578 -12.301 11.246
C 7.411 -12.856 10.716
C 6.339 -12.338 11.370
N 6.854 -11.609 12.478
C 8.184 -11.564 12.378
S 9.145 -10.275 13.051
C 5.994 -11.074 13.593
C 5.549 -9.642 13.355
C 6.739 -11.113 15.020
C 4.719 -12.000 13.737
C 10.345 -14.264 12.559
S 10.262 -13.161 13.974
H 11.538 -17.653 15.288
H 12.192 -16.049 14.904
H 12.609 -17.248 13.786
H 9.062 -16.956 15.372
H 8.433 -15.834 14.207
H 9.759 -15.347 15.280
H 9.918 -18.749 13.975
H 10.829 -18.459 12.372
H 9.179 -17.959 12.438
H 11.416 -17.011 11.298
H 11.689 -14.823 9.613
H 9.762 -12.922 9.371
H 9.683 -9.928 9.424
H 11.892 -9.477 8.002
H 15.538 -11.478 10.344
H 16.087 -12.027 8.812
H 14.820 -12.939 9.653
H 15.087 -9.237 9.345
H 14.217 -9.046 7.790
H 15.781 -9.906 7.898
H 13.456 -12.783 7.483
H 14.908 -11.890 6.921
H 13.422 -11.149 6.583
H 7.351 -13.442 9.765
H 5.291 -12.621 11.214
H 6.461 -9.045 13.124
H 5.060 -9.092 14.158
H 4.970 -9.612 12.450
H 7.459 -10.273 15.106
H 7.284 -12.038 15.044
H 6.056 -10.980 15.925
H 4.112 -11.871 12.836
H 4.126 -11.643 14.631
H 5.031 -13.029 13.857
C 11.296 -11.497 17.184
As 12.391 -11.165 15.508
C 13.886 -12.401 15.660
C 13.200 -9.362 15.940
C 14.066 -9.136 17.029
C 14.848 -7.970 17.099
C 14.710 -7.014 16.131
C 13.803 -7.139 15.108
C 13.110 -8.369 14.948
As 12.202 -8.759 13.244
C 10.964 -7.292 13.265
C 13.459 -8.443 11.841
H 10.657 -10.613 17.398
H 11.967 -11.601 18.005
H 10.733 -12.438 17.112
H 13.860 -12.994 16.609
H 14.818 -11.858 15.572
H 13.830 -13.004 14.765
H 14.249 -9.927 17.816
H 15.615 -7.850 17.862
H 15.264 -6.055 16.115
H 13.617 -6.308 14.433
H 10.250 -7.536 12.481
H 11.439 -6.331 13.051
H 10.447 -7.338 14.225
H 14.128 -7.615 12.161
H 12.980 -8.373 10.848
H 13.989 -9.395 11.838
*
```



No. 5
C5H8O2 | ωB97M-V/def2-TZVPD

Computed properties:
Orbital gap: 0.407 hartree
SMILES: C#CCOCCO
DFT total energy: -345.6992 hartree
LUMO energy: 0.0340 Eh
HOMO: -10.155 eV
ΔE to the lowest compared entry with this formula, charge and spin: 66.3 kcal per mole

Geometry as ORCA input:
```
! wB97M-V def2-TZVPD RIJCOSX def2/J DEFGRID3
* xyz 0 1
C 3.216 1.547 0.238
C 2.325 0.839 -0.152
C 1.271 -0.047 -0.650
O 0.148 0.020 0.198
C -0.878 -0.874 -0.190
C -2.096 -0.507 0.637
O -2.481 0.826 0.398
H 4.006 2.171 0.596
H 0.997 0.245 -1.676
H 1.659 -1.076 -0.698
H -1.104 -0.754 -1.262
H -0.572 -1.917 -0.012
H -2.942 -1.144 0.359
H -1.873 -0.679 1.702
H -1.677 1.352 0.512
*
```



No. 6
C25H35N3O4Ru | ωB97M-V/def2-TZVPD

Computed properties:
Orbital gap (spin up / spin down): 0.301 / 0.227 hartree
DFT total energy: -1533.4397 hartree
LUMO energy (spin up / spin down): -0.0826 / -0.1546 Eh
HOMO (spin up / spin down): -10.451 / -10.375 eV

Geometry as ORCA input:
```
! wB97M-V def2-TZVPD RIJCOSX def2/J DEFGRID3
* xyz 1 6
Ru 0.344 -0.194 0.587
C 2.436 0.640 2.659
N 1.737 1.534 1.708
C 1.204 2.686 2.466
C -0.112 3.265 1.978
C -1.263 2.259 2.007
N -1.350 1.425 0.812
C -2.268 1.711 -0.042
C -2.634 0.967 -1.203
C -3.555 1.533 -2.108
C -4.018 0.835 -3.189
C -3.589 -0.490 -3.378
C -2.705 -1.077 -2.510
C -2.173 -0.364 -1.404
O -1.319 -0.952 -0.622
C 2.732 1.942 0.692
C 2.248 2.895 -0.389
C 1.037 2.413 -1.192
N 1.017 0.969 -1.357
C 0.937 0.484 -2.543
C 0.819 -0.898 -2.898
C 0.610 -1.229 -4.246
C 0.391 -2.525 -4.639
C 0.363 -3.533 -3.663
C 0.595 -3.243 -2.341
C 0.875 -1.924 -1.916
O 1.203 -1.690 -0.677
H 3.209 1.187 3.211
H 2.911 -0.181 2.128
H 1.726 0.227 3.373
H 1.963 3.475 2.504
H 1.039 2.354 3.492
H -0.028 3.711 0.987
H -0.365 4.074 2.667
H -2.198 2.806 2.145
H -1.137 1.593 2.865
H -2.878 2.602 0.141
H -3.901 2.549 -1.938
H -4.710 1.292 -3.883
H -3.967 -1.058 -4.221
H -2.362 -2.097 -2.636
H 3.095 1.032 0.216
H 3.583 2.415 1.198
H 3.097 3.029 -1.062
H 2.015 3.879 0.024
H 1.034 2.924 -2.158
H 0.119 2.686 -0.677
H 0.919 1.181 -3.386
H 0.621 -0.435 -4.986
H 0.244 -2.766 -5.683
H 0.155 -4.554 -3.961
H 0.581 -4.018 -1.584
C 2.540 -2.706 1.511
O 1.456 -1.933 2.045
C 0.554 -2.751 2.774
C -0.380 -1.835 3.513
O -1.036 -0.925 2.638
C -2.287 -1.435 2.133
H 3.150 -3.089 2.332
H 3.133 -2.063 0.873
H 2.165 -3.539 0.918
H 1.102 -3.352 3.503
H 0.015 -3.421 2.095
H 0.193 -1.233 4.217
H -1.113 -2.422 4.070
H -2.937 -1.693 2.970
H -2.137 -2.304 1.493
H -2.742 -0.646 1.547
*
```



Which formula does entry 1 have? C6H15NO